# 1
11
Properties=species:S:1:pos:R:3 method="wB97M-V/def2-TZVPD" homo_ev="-4.0 / -4.0" charge=-1 orbital_gap_ev="7.701 / 7.701" relative_energy_kcal_mol=33.0 spin_multiplicity=1
P -0.269 0.181 0.426
H -3.631 -0.301 -0.293
O 3.232 1.270 0.216
O -0.300 -0.931 -0.544
O 0.279 1.502 -0.499
O 3.373 -1.140 0.376
H 0.415 2.290 0.029
H 1.114 0.027 1.152
S 2.605 -0.002 -0.107
H -2.974 -1.658 -0.393
O -3.842 -1.237 -0.362

***

# 2
13
Properties=species:S:1:pos:R:3 method="wB97M-V/def2-TZVPD" homo_ev=-4.0 charge=-1 orbital_gap_ev=7.994 relative_energy_kcal_mol=16.5 spin_multiplicity=1
H -1.170 -0.400 -0.160
C 0.975 -0.390 -0.366
H 0.959 -0.512 0.738
C -0.412 -0.860 -0.789
O 2.193 1.209 -1.647
C 1.326 1.114 -0.763
H -0.629 -0.665 -1.842
H -1.971 0.195 1.405
O 0.640 1.967 -0.163
H 1.840 -1.013 -0.604
H -0.542 -1.937 -0.644
H -1.160 0.771 2.506
O -2.048 0.521 2.329

***

# 3
46
Properties=species:S:1:pos:R:3 method="wB97M-V/def2-TZVPD" homo_ev=-8.4 orbital_gap_ev=8.895 smiles="COc1cccc(NC(=O)CN2CCN(C(=O)c3ccco3)CC2)c1" relative_energy_kcal_mol=61.5 spin_multiplicity=1
C 4.224 0.072 -0.986
O -4.869 -2.793 -0.736
C -4.856 -1.494 -0.338
N 3.469 1.065 -0.465
H -3.148 -2.912 -1.892
C -0.452 2.330 0.428
H 3.600 0.525 1.548
H 1.259 0.125 0.794
H 7.061 -2.858 0.841
C -6.100 -0.934 -0.039
N -2.669 1.417 0.335
H 1.292 1.347 2.092
C 3.097 1.254 0.914
H -2.882 2.360 0.633
H -0.784 3.167 -0.196
H 4.680 -3.579 1.955
O 4.531 0.034 -2.164
H 3.404 2.264 1.214
H 0.990 0.916 -1.537
C -3.645 -3.412 -1.055
H 2.899 -1.809 0.965
H -2.734 -1.129 -0.443
C 6.081 -2.437 0.732
O -0.932 0.040 -0.208
H -0.588 2.614 1.479
C -1.355 1.120 0.141
C -3.800 0.598 0.197
N 0.961 2.142 0.200
C -6.181 0.379 0.372
C 1.314 1.909 -1.193
C -5.040 1.152 0.493
C 4.662 -1.001 -0.051
C 4.881 -2.773 1.280
C 1.577 1.144 1.058
H 3.139 1.802 -2.365
H -7.144 0.810 0.602
H 0.830 2.671 -1.808
H 3.153 3.032 -1.068
H -2.970 -3.435 -0.194
H -6.980 -1.548 -0.138
C 2.831 2.022 -1.342
O 5.955 -1.379 -0.077
C -3.705 -0.725 -0.220
C 3.951 -1.839 0.769
H -3.898 -4.431 -1.343
H -5.110 2.181 0.816

***

| no. | total energy (a.u.) |
| --- | --- |
| 1 | -1118.2216 |
| 2 | -344.2839 |
| 3 | -1163.7303 |